No. 1
Molecular formula: C3H10N3O
Method: DFT, ωB97M-V/def2-TZVPD

Properties
Largest force on an atom, eV/A: 0.78
E_LUMO, eV: -3.1
Energy relative to the best compared isomer or geometry (same formula, charge and spin), kcal/mol: 41.1
HOMO-LUMO gap, Ha: 0.3952
Total energy, eV: -9784.51678
Total charge: +1
HOMO energy, hartree: -0.50878

Element x y z (Å)
N 1.277 1.070 -2.767
C 1.757 -0.143 -2.431
N 1.293 -0.839 -1.452
H 0.379 1.327 -2.392
H 1.415 1.382 -3.715
H 2.581 -0.505 -3.044
H 1.626 -1.796 -1.497
O -1.110 0.172 3.142
C -1.883 -0.151 2.293
C -1.429 -0.325 0.846
N -0.033 0.169 0.706
H -2.942 -0.382 2.477
H -1.386 -1.392 0.618
H -2.093 0.143 0.123
H 0.405 -0.195 -0.221
H 0.014 1.191 0.696
H 0.559 -0.144 1.486


No. 2
Molecular formula: C3H7NO
Method: DFT, ωB97M-V/def2-TZVPD

Properties
Largest force on an atom, eV/A: 0.68
E_LUMO (spin up / spin down), eV: -4.1 / -7.7
Energy relative to the best compared isomer or geometry (same formula, charge and spin), kcal/mol: 11.9
Spin multiplicity: 2
HOMO-LUMO gap (spin up / spin down), Ha: 0.3289 / 0.1965
Total energy, eV: -6752.50531
Total charge: +1
HOMO energy (spin up / spin down), hartree: -0.47925 / -0.47924

Element x y z (Å)
O 2.986 0.221 0.756
C 2.680 -0.011 1.898
H 3.014 -0.907 2.434
H 1.959 0.626 2.437
C -1.263 -1.114 -0.493
C -1.127 -0.033 -1.367
N -1.564 1.149 -1.074
H -1.755 -0.971 0.451
H -0.869 -2.079 -0.769
H -0.654 -0.105 -2.336
H -2.079 1.329 -0.221
H -1.328 1.896 -1.715


No. 3
Molecular formula: C4H10OS
Method: DFT, ωB97M-V/def2-TZVPD

Properties
Largest force on an atom, eV/A: 4.97
E_LUMO (spin up / spin down), eV: -6.2 / -9.0
Energy relative to the best compared isomer or geometry (same formula, charge and spin), kcal/mol: 43.6
Spin multiplicity: 2
HOMO-LUMO gap (spin up / spin down), Ha: 0.2755 / 0.1706
Total energy, eV: -17181.83331
Total charge: +1
HOMO energy (spin up / spin down), hartree: -0.50451 / -0.50259

Element x y z (Å)
C -1.775 0.747 0.067
O -2.964 0.058 -0.322
C -0.592 -0.197 -0.120
C 0.783 0.351 0.247
C 1.841 -0.798 0.328
S 3.369 -0.204 -0.455
H -1.655 1.540 -0.683
H -1.836 1.272 1.025
H -3.450 -0.031 0.509
H -0.537 -0.532 -1.193
H -0.848 -1.131 0.374
H 0.758 0.915 1.193
H 1.164 1.059 -0.488
H 2.046 -1.022 1.369
H 1.495 -1.699 -0.177
H 2.201 -0.329 -1.674


No. 4
Molecular formula: C33H25N2O4SSbSc
Method: DFT, ωB97M-V/def2-TZVPD

Properties
Largest force on an atom, eV/A: 0.58
E_LUMO, eV: -4.1
Energy relative to the best compared isomer or geometry (same formula, charge and spin), kcal/mol: 17.9
HOMO-LUMO gap, Ha: 0.2261
Total energy, eV: -83867.99078
Total charge: +1
HOMO energy, hartree: -0.37495

Element x y z (Å)
Sc 0.649 1.903 -0.567
O 2.107 5.130 -3.107
C 1.773 4.301 -2.155
O 1.062 3.315 -2.323
C 2.303 4.600 -0.804
C 3.105 5.651 -0.413
C 3.452 5.714 0.939
C 3.003 4.750 1.827
C 2.213 3.719 1.337
N 1.884 3.675 0.052
C 1.631 2.550 2.155
O 1.733 2.549 3.352
O 1.044 1.668 1.384
H 1.710 4.846 -3.949
H 3.445 6.392 -1.122
H 4.075 6.527 1.290
H 3.244 4.775 2.881
S 1.779 -0.129 -1.547
Sb 0.618 -2.044 -1.003
C -0.169 -2.058 0.924
C -1.410 -2.657 1.138
C -1.930 -2.690 2.424
C -1.217 -2.127 3.476
C 0.021 -1.538 3.255
C 0.556 -1.512 1.976
C 1.957 -3.629 -1.177
C 1.795 -4.726 -0.337
C 2.655 -5.809 -0.461
C 3.663 -5.788 -1.414
C 3.823 -4.687 -2.246
C 2.971 -3.599 -2.129
C -0.935 -2.425 -2.345
C -2.205 -1.877 -2.172
C -3.203 -2.166 -3.091
C -2.936 -2.995 -4.172
C -1.673 -3.547 -4.337
C -0.668 -3.267 -3.422
H -1.977 -3.081 0.317
H -2.896 -3.144 2.600
H -1.630 -2.144 4.476
H 0.562 -1.077 4.070
H 1.513 -1.040 1.807
H 1.014 -4.742 0.415
H 2.539 -6.664 0.192
H 4.333 -6.633 -1.507
H 4.616 -4.673 -2.982
H 3.110 -2.733 -2.766
H -2.433 -1.237 -1.328
H -4.190 -1.744 -2.958
H -3.718 -3.219 -4.885
H -1.469 -4.199 -5.176
H 0.312 -3.711 -3.551
C -1.526 1.553 -0.414
C -2.203 2.055 0.806
C -2.815 3.313 0.805
C -3.411 3.825 1.943
C -3.402 3.088 3.124
C -2.799 1.831 3.142
C -2.210 1.328 1.998
C -4.009 3.617 4.316
N -4.492 4.042 5.269
H -2.054 1.833 -1.330
H -1.450 0.453 -0.404
H -2.833 3.898 -0.108
H -3.883 4.798 1.923
H -2.791 1.256 4.058
H -1.732 0.356 2.031


No. 5
Molecular formula: C6H12O
Method: DFT, ωB97M-V/def2-TZVPD

Properties
Largest force on an atom, eV/A: 0.29
E_LUMO, eV: 1.0
Energy relative to the best compared isomer or geometry (same formula, charge and spin), kcal/mol: 31.1
HOMO-LUMO gap, Ha: 0.3898
Total energy, eV: -8463.00397
Total charge: 0
HOMO energy, hartree: -0.35394
SMILES: CC(C)[C@H]1C[C@H]1O

Element x y z (Å)
C -1.551 0.615 -0.105
C -0.047 0.893 -0.027
C 0.386 1.706 -1.251
C 0.852 -0.341 0.117
C 1.087 -1.005 1.452
C 0.437 -1.778 0.359
O -0.887 -2.159 0.586
H -1.906 0.013 0.734
H -2.104 1.561 -0.115
H -1.799 0.087 -1.037
H 0.124 1.520 0.860
H -0.177 2.644 -1.318
H 0.207 1.140 -2.174
H 1.452 1.955 -1.211
H 1.748 -0.277 -0.501
H 2.096 -1.251 1.769
H 0.413 -0.707 2.253
H 1.038 -2.538 -0.145
H -1.369 -2.078 -0.246


No. 6
Molecular formula: C47H79Br2F9N4O9S
Method: DFT, ωB97M-V/def2-TZVPD

Properties
Largest force on an atom, eV/A: 1.17
E_LUMO, eV: -0.8
Energy relative to the best compared isomer or geometry (same formula, charge and spin), kcal/mol: 0.0
HOMO-LUMO gap, Ha: 0.3068
Total energy, eV: -249779.96438
Total charge: 0
HOMO energy, hartree: -0.33558
SMILES: COCCCCCCCCc1ccc([C@@H](Br)[C@@H](C)Br)c2c1C(=O)c1c(CCC(F)(F)C(F)(F)S(F)(F)(F)(F)F)ccc(COO)c1C2=O.COC[C@@H](C)N.COC[C@@H](C)N.COC[C@@H](C)N.COC[C@@H](C)N

Element x y z (Å)
C 0.904 -1.840 -2.920
O -0.147 -1.639 -3.843
C -0.169 -0.331 -4.383
C -1.521 -0.056 -5.014
C -2.668 -0.363 -4.051
C -2.461 0.267 -2.670
C -3.786 0.552 -1.968
C -3.510 1.214 -0.604
C -3.571 2.755 -0.673
C -2.319 3.452 -0.112
C -2.424 3.695 1.371
C -3.438 4.544 1.813
C -3.619 4.832 3.162
C -2.803 4.287 4.156
C -3.011 4.657 5.613
Br -1.330 5.355 6.374
C -4.116 5.701 5.863
C -4.364 5.891 7.365
Br -3.653 7.466 5.114
C -1.801 3.393 3.729
C -1.613 3.126 2.362
C -0.500 2.198 2.019
O -0.556 1.393 1.128
C 0.706 2.312 2.889
C 2.007 2.232 2.382
C 2.310 2.058 0.905
C 2.193 3.412 0.223
C 2.652 3.373 -1.242
F 1.652 2.905 -2.010
F 3.722 2.562 -1.365
C 3.060 4.790 -1.709
F 2.107 5.638 -1.304
F 4.192 5.147 -1.111
S 3.243 5.021 -3.581
F 4.817 5.175 -3.466
F 3.101 6.593 -3.388
F 1.681 4.893 -3.735
F 3.426 3.474 -3.798
F 3.354 5.235 -5.132
C 3.081 2.342 3.257
C 2.867 2.498 4.620
C 1.582 2.556 5.154
C 1.454 2.686 6.655
O 0.897 1.535 7.268
O 1.853 0.503 7.107
C 0.496 2.498 4.268
C -0.929 2.643 4.693
O -1.397 2.170 5.688
H 1.248 -0.902 -2.486
H 0.549 -2.473 -2.110
H 1.745 -2.337 -3.403
H 0.075 0.422 -3.631
H 0.603 -0.264 -5.160
H -1.595 -0.662 -5.914
H -1.520 1.002 -5.276
H -2.689 -1.443 -3.923
H -3.602 -0.039 -4.506
H -1.902 -0.426 -2.046
H -1.928 1.212 -2.779
H -4.352 1.264 -2.566
H -4.359 -0.362 -1.844
H -4.224 0.869 0.141
H -2.513 0.940 -0.274
H -4.447 3.131 -0.152
H -3.684 3.051 -1.715
H -2.246 4.430 -0.591
H -1.430 2.901 -0.391
H -4.099 4.991 1.087
H -4.419 5.509 3.398
H -3.266 3.787 6.207
H -5.027 5.377 5.379
H -4.101 4.987 7.905
H -3.768 6.719 7.725
H -5.400 6.174 7.524
H 1.672 1.307 0.456
H 3.321 1.661 0.874
H 1.146 3.710 0.218
H 2.735 4.176 0.775
H 4.086 2.296 2.866
H 3.705 2.548 5.298
H 2.460 2.790 7.064
H 0.863 3.539 6.957
H 1.441 -0.094 6.467
C 7.021 3.637 -1.829
O 8.021 2.765 -1.335
C 9.352 3.203 -1.522
C 9.859 4.181 -0.453
C 9.328 5.601 -0.619
N 9.564 3.719 0.906
H 7.343 4.140 -2.745
H 6.738 4.380 -1.081
H 6.140 3.035 -2.054
H 9.964 2.299 -1.472
H 9.477 3.619 -2.531
H 10.947 4.226 -0.559
H 8.288 5.687 -0.302
H 9.907 6.292 -0.006
H 9.398 5.931 -1.657
H 10.007 2.817 1.056
H 8.569 3.518 0.951
C -4.128 -3.088 -1.557
O -5.428 -2.649 -1.209
C -6.464 -3.085 -2.068
C -7.000 -4.491 -1.764
C -6.082 -5.613 -2.240
N -7.282 -4.679 -0.338
H -3.997 -3.147 -2.641
H -3.903 -4.056 -1.103
H -3.420 -2.360 -1.159
H -7.280 -2.371 -1.920
H -6.150 -2.998 -3.117
H -7.945 -4.591 -2.306
H -5.211 -5.734 -1.596
H -6.612 -6.565 -2.235
H -5.732 -5.430 -3.258
H -7.974 -3.997 -0.041
H -6.444 -4.424 0.178
C 2.972 -2.799 2.584
O 3.438 -1.526 2.175
C 4.810 -1.468 1.830
C 5.123 -1.912 0.393
C 5.100 -3.425 0.200
N 4.214 -1.295 -0.575
H 3.737 -3.347 3.140
H 2.637 -3.395 1.733
H 2.113 -2.638 3.237
H 5.087 -0.414 1.926
H 5.412 -2.023 2.560
H 6.137 -1.571 0.166
H 4.085 -3.819 0.179
H 5.566 -3.687 -0.750
H 5.649 -3.933 0.996
H 4.306 -0.284 -0.515
H 3.266 -1.474 -0.253
C -6.599 -9.802 -3.114
O -5.602 -9.046 -2.453
C -4.795 -9.770 -1.546
C -3.617 -10.516 -2.190
C -4.022 -11.799 -2.908
N -2.864 -9.669 -3.119
H -7.006 -10.583 -2.467
H -6.217 -10.250 -4.035
H -7.403 -9.118 -3.385
H -4.386 -9.021 -0.862
H -5.413 -10.448 -0.943
H -2.942 -10.797 -1.376
H -4.505 -11.596 -3.864
H -3.141 -12.406 -3.116
H -4.705 -12.395 -2.298
H -2.501 -8.863 -2.619
H -3.527 -9.273 -3.781


No. 7
Molecular formula: C46H59N13
Method: DFT, ωB97M-V/def2-TZVPD

Properties
Largest force on an atom, eV/A: 1.51
E_LUMO, eV: 0.0
Energy relative to the best compared isomer or geometry (same formula, charge and spin), kcal/mol: 6.9
HOMO-LUMO gap, Ha: 0.2871
Total energy, eV: -68026.43884
Total charge: 0
HOMO energy, hartree: -0.28673

Element x y z (Å)
C -3.305 1.599 -3.733
C -3.486 0.602 -2.673
N -3.612 -0.146 -1.813
H -2.497 2.247 -3.413
H -4.229 2.144 -3.914
H -3.058 1.090 -4.663
C 3.402 1.726 2.802
C 4.232 0.852 3.619
N 4.915 0.175 4.249
H 3.712 2.767 2.921
H 2.370 1.738 3.148
H 3.592 1.415 1.776
C 2.323 -2.043 -3.501
C 1.799 -3.065 -4.386
N 1.460 -3.882 -5.114
H 3.136 -2.487 -2.927
H 1.606 -1.736 -2.737
H 2.746 -1.185 -4.019
N -2.451 4.748 -2.403
C -2.542 4.345 -1.087
C -2.997 5.401 -0.343
C -3.038 6.536 -1.198
C -2.653 6.105 -2.438
H -2.222 4.198 -3.204
H -2.497 3.296 -0.831
H -3.125 5.378 0.727
H -3.414 7.489 -0.866
H -2.472 6.738 -3.292
N -0.719 5.833 2.622
C -1.262 5.440 3.812
C -1.048 4.090 3.941
C -0.424 3.651 2.742
C -0.213 4.751 1.943
H -0.623 6.799 2.368
H -1.720 6.200 4.423
H -1.462 3.479 4.726
H -0.273 2.637 2.404
H 0.265 4.902 0.991
N -4.914 0.056 0.825
C -4.201 0.581 1.861
C -5.021 0.716 2.944
C -6.307 0.246 2.572
C -6.188 -0.171 1.254
H -4.542 -0.168 -0.088
H -3.151 0.792 1.718
H -4.730 1.134 3.895
H -7.225 0.198 3.130
H -6.930 -0.618 0.612
N 0.158 -0.335 3.329
C 1.246 -0.391 4.139
C 0.970 0.188 5.339
C -0.366 0.659 5.254
C -0.853 0.314 4.015
H 0.140 -0.875 2.481
H 2.183 -0.796 3.790
H 1.640 0.276 6.178
H -0.842 1.236 6.030
H -1.772 0.592 3.529
N 4.688 -2.222 2.141
C 4.598 -2.806 0.889
C 3.837 -3.933 0.956
C 3.487 -4.127 2.322
C 4.026 -3.055 2.991
H 4.988 -1.302 2.410
H 4.947 -2.279 0.013
H 3.488 -4.452 0.076
H 2.842 -4.822 2.832
H 3.817 -2.778 4.014
N 0.126 -1.798 -0.121
C -0.795 -0.789 0.028
C -0.105 0.407 0.023
C 1.273 0.085 -0.066
C 1.384 -1.266 -0.147
H -0.157 -2.755 -0.220
H -1.838 -1.063 -0.007
H -0.629 1.349 0.075
H 2.109 0.766 -0.057
H 2.226 -1.928 -0.273
N 6.657 -0.634 -2.657
C 7.071 0.658 -2.845
C 5.958 1.466 -2.813
C 4.841 0.660 -2.518
C 5.289 -0.633 -2.500
H 7.199 -1.438 -2.404
H 8.123 0.869 -2.933
H 5.926 2.536 -2.945
H 3.858 1.011 -2.251
H 4.759 -1.559 -2.391
N 1.296 1.575 -3.570
C 2.373 1.974 -4.299
C 2.797 3.198 -3.832
C 1.921 3.559 -2.773
C 1.038 2.529 -2.615
H 0.801 0.728 -3.776
H 2.741 1.413 -5.142
H 3.624 3.776 -4.210
H 2.043 4.399 -2.111
H 0.231 2.345 -1.925
N -3.641 -4.749 0.243
C -3.336 -3.653 1.000
C -4.457 -3.257 1.688
C -5.435 -4.270 1.467
C -4.918 -5.142 0.545
H -3.014 -5.275 -0.340
H -2.323 -3.281 1.012
H -4.665 -2.435 2.355
H -6.390 -4.399 1.948
H -5.288 -6.075 0.150
N -0.965 -6.438 -2.691
C -0.809 -6.356 -1.332
C -0.648 -5.026 -1.016
C -0.902 -4.268 -2.203
C -1.075 -5.171 -3.200
H -1.149 -7.270 -3.221
H -0.824 -7.194 -0.657
H -0.387 -4.689 -0.023
H -0.942 -3.196 -2.306
H -1.201 -4.984 -4.254


No. 8
Molecular formula: C2BrF3S
Method: DFT, ωB97M-V/def2-TZVPD

Properties
Largest force on an atom, eV/A: 3.45
E_LUMO, eV: -0.6
Energy relative to the best compared isomer or geometry (same formula, charge and spin), kcal/mol: 9.4
HOMO-LUMO gap, Ha: 0.3441
Total energy, eV: -91102.61175
Total charge: 0
HOMO energy, hartree: -0.36584
SMILES: FC(=S)C(F)(F)Br

Element x y z (Å)
F -0.773 0.327 1.569
C 0.196 0.682 0.763
S 1.369 1.698 1.047
C 0.014 -0.303 -0.745
F -1.203 -0.091 -1.231
F 0.151 -1.590 -0.462
Br 1.362 0.305 -1.978


No. 9
Molecular formula: C2H3HgO
Method: DFT, ωB97M-V/def2-TZVPD

Properties
Largest force on an atom, eV/A: 4.91
E_LUMO (spin up / spin down), eV: 0.1 / -2.1
Energy relative to the best compared isomer or geometry (same formula, charge and spin), kcal/mol: 41.3
Spin multiplicity: 2
HOMO-LUMO gap (spin up / spin down), Ha: 0.3016 / 0.2196
Total energy, eV: -8340.04901
Total charge: 0
HOMO energy (spin up / spin down), hartree: -0.29678 / -0.29549

Element x y z (Å)
H 1.399 0.028 0.152
O -0.408 1.180 0.541
C 0.255 0.089 0.717
C 0.179 -1.009 -0.148
H 0.677 -1.927 0.178
H -0.690 -1.114 -0.812
Hg -1.413 2.752 -0.628


No. 10
Molecular formula: C3H12N2O2
Method: DFT, ωB97M-V/def2-TZVPD

Properties
Largest force on an atom, eV/A: 1.64
E_LUMO, eV: 0.8
Energy relative to the best compared isomer or geometry (same formula, charge and spin), kcal/mol: 34.9
HOMO-LUMO gap, Ha: 0.3500
Total energy, eV: -10380.03817
Total charge: 0
HOMO energy, hartree: -0.32039
SMILES: NC[C@H](N)O.CO

Element x y z (Å)
N -1.405 -1.438 -0.421
C -1.293 -0.030 -0.759
C -1.196 0.948 0.531
N -0.598 2.224 0.237
O -0.525 0.311 1.562
H -0.757 -1.634 0.337
H -2.323 -1.633 -0.042
H -0.472 0.106 -1.474
H -2.183 0.274 -1.316
H -2.219 1.120 0.891
H -1.075 2.693 -0.522
H 0.386 2.120 0.008
H 0.428 0.297 1.324
C 2.439 -1.146 0.066
O 1.786 0.104 0.038
H 1.736 -1.958 0.272
H 2.950 -1.351 -0.879
H 3.177 -1.104 0.871
H 1.147 0.097 -0.723


No. 11
Molecular formula: C6H6O3Tl
Method: DFT, ωB97M-V/def2-TZVPD

Properties
Largest force on an atom, eV/A: 4.00
E_LUMO (spin up / spin down), eV: -1.5 / -2.1
Spin multiplicity: 2
HOMO-LUMO gap (spin up / spin down), Ha: 0.2448 / 0.2169
Total energy, eV: -17150.92318
Total charge: 0
HOMO energy (spin up / spin down), hartree: -0.29812 / -0.29293

Element x y z (Å)
O 0.297 -3.766 -1.314
C 0.987 -2.879 -1.845
O 1.280 -2.720 -3.043
C -0.497 0.407 1.132
H 0.353 0.171 1.792
H -1.165 -0.467 1.194
C -1.208 1.663 1.605
H -2.078 1.896 0.972
H -1.588 1.520 2.624
H -0.523 2.524 1.643
C 1.431 -1.727 -0.904
C 0.876 -0.578 -0.700
C 0.035 0.472 -0.285
O -0.251 1.410 -1.058
Tl -0.494 3.524 -0.984
H 2.546 -1.451 -0.829


No. 12
Molecular formula: C3H8NP
Method: DFT, ωB97M-V/def2-TZVPD

Properties
Largest force on an atom, eV/A: 4.16
E_LUMO (spin up / spin down), eV: 1.1 / -1.4
Energy relative to the best compared isomer or geometry (same formula, charge and spin), kcal/mol: 9.8
Spin multiplicity: 3
HOMO-LUMO gap (spin up / spin down), Ha: 0.2662 / 0.3096
Total energy, eV: -14014.96249
Total charge: 0
HOMO energy (spin up / spin down), hartree: -0.22658 / -0.35944

Element x y z (Å)
C 0.207 0.151 -0.160
C 0.550 -1.313 0.019
C 1.346 1.090 -0.034
N -2.744 -0.078 -0.214
P -1.427 0.601 0.217
H 1.081 -1.569 0.909
H 1.045 -1.923 -0.750
H -0.330 -1.769 0.157
H 2.111 0.628 0.763
H 0.989 2.067 0.121
H 1.711 1.171 -1.101
H -3.045 -0.999 0.008
H -1.494 1.941 0.064